The following is a DFT calculation (ωB97M-V/def2-TZVPD) of C22H35NO3P2SV as an isolated structure at a distorted geometry.

The geometry in XYZ format:
```
65
Properties=species:S:1:pos:R:3:mulliken_charge:R:1
P -0.066 -1.541 -5.650 1.21
P 0.261 1.746 -5.429 1.28
C -0.329 -0.461 -7.147 -1.25
C 0.428 0.873 -7.072 -1.23
H -1.415 -0.301 -7.242 0.39
H 0.003 -1.037 -8.025 0.55
H 1.507 0.729 -7.247 0.38
H 0.057 1.563 -7.847 0.54
C -1.432 2.433 -5.722 -1.64
H -1.670 3.123 -4.901 0.36
H -2.189 1.637 -5.759 0.40
H -1.440 2.986 -6.672 0.50
C 1.204 3.257 -5.849 -1.44
H 0.764 3.750 -6.723 0.43
H 2.247 3.000 -6.062 0.40
H 1.165 3.937 -4.991 0.37
C -1.039 -3.003 -6.116 -1.30
H -0.930 -3.744 -5.319 0.37
H -0.679 -3.424 -7.060 0.41
H -2.094 -2.728 -6.211 0.38
C 1.612 -2.152 -6.118 -1.59
H 2.345 -1.332 -6.125 0.36
H 1.563 -2.611 -7.117 0.47
H 1.917 -2.911 -5.385 0.38
V 0.573 -0.052 -0.697 0.54
C 0.899 1.819 -2.000 -0.38
C -0.470 1.906 -1.836 0.18
C -1.540 1.144 -2.529 0.25
C -2.033 -0.238 -1.963 -1.09
C -1.032 -1.298 -1.724 -0.73
C 0.211 -1.462 -2.342 -0.75
C 0.850 -0.460 -3.230 1.40
C 1.681 0.742 -2.706 -1.97
C 1.364 -1.595 0.381 -1.28
H 1.528 2.598 -1.545 0.35
H -0.814 2.715 -1.176 0.48
H -1.328 1.022 -3.604 -1.08
H -2.433 1.794 -2.520 0.69
H -2.590 -0.066 -1.025 0.39
H -2.802 -0.601 -2.673 0.70
H -1.354 -2.088 -1.034 0.33
H 0.760 -2.388 -2.143 0.76
H 0.058 -0.001 -3.855 -1.64
H 1.555 -1.012 -3.882 0.69
H 2.536 0.387 -2.098 0.52
H 2.160 1.204 -3.588 0.71
H 2.003 -1.118 1.147 0.38
H 1.927 -2.213 -0.340 0.25
H 0.503 -2.132 0.825 0.24
O -2.247 -0.765 1.275 -0.68
C -1.435 0.098 1.644 0.45
N -0.557 0.739 0.750 0.12
S 0.442 1.898 1.483 0.93
O 1.803 1.460 1.147 -0.68
O 0.066 3.258 1.230 -0.66
C -0.067 1.392 3.095 0.64
C 0.535 1.769 4.291 -0.67
C 0.028 1.217 5.480 -0.51
C -1.058 0.328 5.434 -0.46
C -1.642 -0.036 4.221 -0.65
C -1.140 0.523 3.027 -0.18
H 1.372 2.455 4.274 0.44
H 0.484 1.479 6.428 0.39
H -1.441 -0.090 6.372 0.36
H -2.468 -0.738 4.160 0.46
```

The lowest unoccupied orbital energy (spin up / spin down) is 0.3 / 0.3 eV. The total energy comes out at -86111.012 eV. As for the charge: 0. As for the HOMO energy (spin up / spin down): -6.9 / -7.6 eV. The spin multiplicity is 4.